1.
Computed, not measured: a molecular structure, C5H7NO, with ωB97M-V with the def2-TZVPD basis set.

Structure (XYZ):
```
14
Properties=species:S:1:pos:R:3:forces:R:3
C 1.782 0.446 0.589 0.0 0.0 0.0
C 0.339 0.263 0.237 0.4 0.2 -0.1
N -0.600 0.049 1.329 -0.2 0.1 0.1
C -0.595 -0.943 0.298 0.0 -0.3 0.0
C -1.476 -0.459 -0.860 0.0 0.0 -0.1
C -0.320 0.541 -1.081 0.2 0.3 -0.3
O 0.131 1.023 -2.089 -0.3 -0.1 0.4
H 2.435 0.287 -0.272 -0.1 0.0 0.1
H 2.070 -0.230 1.401 -0.1 0.1 -0.2
H 1.921 1.470 0.950 0.1 -0.1 -0.1
H -1.418 0.652 1.275 0.0 -0.1 0.0
H -0.193 -1.934 0.459 -0.4 -0.1 0.2
H -2.436 -0.039 -0.530 0.2 -0.2 -0.1
H -1.640 -1.127 -1.708 0.2 0.1 0.1
```
Positions in Å, forces in eV/Å.

Gap between HOMO and LUMO ... 10.419 eV
Maximum force ... 0.5 eV/Å
2S+1 ... 1
ΔE to the lowest compared entry with this formula, charge and spin ... 2.0538 eV

Mulliken atomic charge list, values in e, 4 entries: C -1.1126; C 0.5810; N -0.5749; C -0.0647



2.
Computed, not measured: C18H23NO3 in the gas phase, with ωB97M-V with the def2-TZVPD basis set.

Structure (XYZ):
```
45
Properties=species:S:1:pos:R:3:forces:R:3
C -0.082 -1.002 2.528 -0.1 -0.1 0.2
O 0.350 -0.148 1.500 -0.1 0.4 -0.4
C -0.587 0.580 0.805 0.3 -0.1 0.0
C -1.946 0.520 1.083 0.0 0.0 0.0
C -2.877 1.281 0.388 0.0 0.0 0.1
C -4.353 1.130 0.661 0.0 0.1 -0.1
N -5.029 0.262 -0.296 -0.2 0.0 -0.2
C -4.581 -1.121 -0.272 -0.1 -0.2 -0.3
C -5.498 -1.936 -1.184 0.3 0.1 0.1
O -6.837 -1.836 -0.778 -0.4 0.0 0.1
C -2.430 2.121 -0.619 0.0 -0.1 0.1
C -1.084 2.185 -0.917 0.2 -0.2 0.1
C -0.142 1.425 -0.229 -0.2 0.0 -0.1
O 1.140 1.620 -0.642 -0.2 0.2 0.1
C 2.191 0.764 -0.235 0.6 -0.2 0.0
C 3.424 1.140 -1.063 -0.4 -0.1 0.2
C 4.583 0.262 -0.690 0.0 0.1 -0.1
C 5.428 0.613 0.355 0.0 0.0 0.0
C 6.476 -0.212 0.722 0.1 0.0 0.1
C 6.691 -1.403 0.050 0.1 -0.1 0.0
C 5.852 -1.763 -0.991 0.0 -0.1 0.0
C 4.805 -0.936 -1.356 0.0 0.0 0.0
H 0.824 -1.464 2.918 -0.1 0.0 0.0
H -0.580 -0.450 3.332 0.0 0.0 0.0
H -0.751 -1.784 2.153 0.0 0.0 0.0
H -2.302 -0.126 1.870 0.0 -0.1 0.1
H -4.845 2.106 0.610 0.1 0.0 0.1
H -4.518 0.711 1.657 0.0 0.1 0.0
H -4.899 0.638 -1.233 0.0 0.0 0.1
H -4.684 -1.482 0.755 0.0 0.0 0.0
H -3.532 -1.250 -0.585 -0.1 0.0 0.1
H -5.232 -2.995 -1.149 0.1 0.1 -0.1
H -5.386 -1.583 -2.222 0.1 -0.1 0.1
H -6.981 -0.912 -0.533 0.1 0.0 0.0
H -3.132 2.728 -1.173 -0.1 0.1 -0.1
H -0.719 2.835 -1.697 0.1 0.1 -0.1
H 1.927 -0.284 -0.416 0.0 0.1 0.0
H 2.405 0.890 0.832 0.0 -0.1 -0.2
H 3.180 1.027 -2.120 0.0 0.0 0.0
H 3.659 2.189 -0.875 0.0 0.0 -0.1
H 5.266 1.543 0.881 0.0 0.1 0.0
H 7.128 0.075 1.534 0.1 0.0 0.1
H 7.510 -2.047 0.334 0.1 0.0 0.0
H 6.016 -2.691 -1.521 0.0 -0.1 0.0
H 4.154 -1.221 -2.171 -0.1 0.0 -0.1
```
Positions in Å, forces in eV/Å.

Gap between HOMO and LUMO ... 8.784 eV
Maximum force ... 0.6 eV/Å
2S+1 ... 1
Structure (SMILES) ... COc1cc(CNCCO)ccc1OCCc1ccccc1
ΔE to the lowest compared entry with this formula, charge and spin ... 2.7551 eV

Mulliken atomic charge list, values in e, 4 entries: C -0.9790; O -0.3828; C 1.3860; C -0.3693